ORCA calculation (ωB97M-V/def2-TZVPD) on an isolated ion of composition C4H6IN2O and charge +1 at a distorted geometry.

## Properties
DFT total energy ... -638.00221 Eh
Lowest unoccupied orbital energy (spin up / spin down) ... -4.8 / -6.3 eV
E_HOMO (spin up / spin down) ... -13.49 / -11.29 eV
Orbital gap (spin up / spin down) ... 0.318 / 0.184 hartree
Total charge ... +1

Last column: natural (NBO) charge in e.
CARTESIAN COORDINATES (ANGSTROEM)
C (0.582, 1.499, -0.805)  -0.323
C (1.784, 1.543, -0.298)  -0.113
C (-0.518, -0.681, 0.175)  0.456
C (-0.706, 0.748, -0.104)  -0.476
N (0.203, -1.103, 1.227)  -0.117
N (-1.143, -1.601, -0.624)  -0.702
O (0.780, -0.251, 1.940)  -0.324
I (3.595, 1.403, 0.372)  0.555
H (0.294, 2.167, -1.649)  0.291
H (-0.925, 1.362, 0.844)  0.300
H (-1.566, 0.757, -0.809)  0.249
H (0.321, -2.067, 1.515)  0.398
H (-1.746, -1.268, -1.240)  0.403
H (-0.955, -2.506, -0.544)  0.401